Record 1
Molecular formula: C23H20N2O3S
Method: DFT, ωB97M-V/def2-TZVPD

Computed properties:
HOMO energy   -0.297 Ha
Kohn-Sham gap   8.76 eV
Charge   0

```
49
Properties=species:S:1:pos:R:3:forces:R:3
O -0.796451 -1.776534 -1.512442 -0.1 -0.2 0.0
C -0.178540 -0.739670 -1.474684 -0.2 0.3 -0.3
N 1.027553 -0.530117 -0.873564 -0.2 -0.1 0.3
C 1.928487 -1.514505 -0.447867 0.5 -0.3 -0.1
C 3.300441 -1.316144 -0.592933 -0.1 0.1 -0.1
C 4.181488 -2.301870 -0.194658 0.0 0.0 0.0
C 3.710801 -3.492359 0.332542 0.0 -0.1 0.0
C 2.346553 -3.691507 0.464413 0.1 0.0 0.0
C 1.452572 -2.707859 0.085089 -0.2 0.1 0.0
H 0.391600 -2.861312 0.181403 -0.1 0.0 0.0
H 1.972018 -4.618442 0.872572 0.0 -0.1 0.0
H 4.402434 -4.264226 0.634809 0.1 -0.1 0.0
H 5.242890 -2.138887 -0.305600 0.1 0.0 0.0
H 3.674536 -0.399005 -1.021518 0.0 0.1 0.0
N 1.404598 0.818172 -0.942017 0.6 0.1 -0.2
C 0.462340 1.547221 -1.618342 -0.1 -0.3 -0.6
O 0.477523 2.745751 -1.765170 -0.1 0.2 0.1
C -0.533948 0.554230 -2.188924 -0.1 -0.1 0.1
C -2.027109 0.919620 -2.130246 0.2 -0.1 0.1
C -2.370939 2.022879 -1.146891 0.1 0.0 0.5
H -1.757318 2.904973 -1.327207 -0.1 0.0 0.1
H -3.422491 2.290403 -1.216704 -0.1 0.1 0.1
S -2.074044 1.559253 0.628075 -1.7 0.3 -0.8
O -0.829237 0.779880 0.649958 1.0 -0.5 0.2
C -3.409145 0.326996 0.710339 0.2 0.4 0.1
C -4.726416 0.748500 0.770832 0.0 0.0 0.0
C -5.732933 -0.194900 0.876276 -0.1 0.1 0.0
C -5.416322 -1.543093 0.934864 0.0 -0.1 0.0
C -4.095123 -1.954295 0.886267 -0.1 0.0 0.0
C -3.084555 -1.013355 0.780354 0.3 0.1 0.0
H -2.045798 -1.303185 0.745342 0.1 0.0 0.0
H -3.847310 -3.003277 0.933312 0.0 -0.1 0.0
H -6.205354 -2.274516 1.025383 -0.1 -0.1 0.0
H -6.764878 0.121519 0.918897 -0.1 0.0 0.0
H -4.959752 1.803359 0.740910 -0.1 0.1 0.0
H -2.574196 0.004618 -1.879871 0.0 0.0 -0.1
H -2.357343 1.246241 -3.118483 0.0 0.0 0.1
H -0.255914 0.390091 -3.238486 0.1 0.0 0.1
C 2.183979 1.385180 0.092420 0.1 0.2 0.4
C 2.155097 0.860220 1.379247 -0.1 0.0 -0.1
C 2.909770 1.453153 2.372616 0.1 0.0 0.0
C 3.684955 2.567770 2.094860 0.0 0.0 0.0
C 3.695648 3.096478 0.815380 0.0 0.0 0.1
C 2.953654 2.506347 -0.191510 -0.1 -0.1 -0.1
H 2.949572 2.918305 -1.187822 0.0 0.0 -0.1
H 4.283751 3.975033 0.596835 0.1 0.1 0.0
H 4.271005 3.027562 2.875222 0.1 0.1 0.1
H 2.879985 1.047915 3.373071 0.0 0.0 0.1
H 1.521851 0.017383 1.603675 0.0 -0.1 0.0
```
Positions in Å, forces in eV/Å.

=====

Record 2
Molecular formula: C5H10EuO3
Method: DFT, ωB97M-V/def2-TZVPD

Computed properties:
HOMO energy (alpha / beta)   -0.381 / -0.387 Ha
Spin multiplicity   9
Kohn-Sham gap (alpha / beta)   7.05 / 4.24 eV
Charge   +1

```
19
Properties=species:S:1:pos:R:3:forces:R:3
O -0.480988 -1.294291 -1.755018 -4.1 -1.5 -2.6
C -1.669773 -0.903785 -1.704921 -0.4 0.4 -0.9
C -1.997234 0.191448 -0.864079 -0.6 -0.3 0.3
O -1.000805 0.536596 -0.070090 -0.6 0.2 0.3
C -1.009769 1.695822 0.785058 -0.2 0.4 0.0
C 0.050733 1.425448 1.825946 0.0 0.1 0.3
O 1.185824 0.889077 1.153648 -0.3 0.9 0.7
C 2.372695 0.883482 1.945243 0.4 0.1 0.5
Eu 1.051571 -0.696247 -0.544948 4.9 0.8 1.1
H -2.428048 -1.295430 -2.394894 0.1 -0.1 0.3
H -2.973995 0.661630 -0.752202 0.2 -0.1 -0.2
H -1.997446 1.821425 1.241417 0.2 0.0 -0.1
H -0.760894 2.560723 0.159145 -0.1 -0.1 0.2
H -0.300480 0.703022 2.577699 0.1 0.2 -0.1
H 0.314887 2.366949 2.327116 -0.1 -0.2 0.0
H 3.156717 0.406527 1.348401 -0.1 0.1 0.2
H 2.659593 1.915631 2.186654 0.0 -0.3 -0.1
H 2.207228 0.312538 2.869810 0.1 0.1 -0.2
H 2.294945 -2.193476 -0.149130 0.6 -0.8 0.5
```
Positions in Å, forces in eV/Å.

=====

Record 3
Molecular formula: C40H38AsMnN5O3S
Method: DFT, ωB97M-V/def2-TZVPD

Computed properties:
HOMO energy (alpha / beta)   -0.568 / -0.568 Ha
Spin multiplicity   5
Kohn-Sham gap (alpha / beta)   6.18 / 7.32 eV
Charge   +3

```
89
Properties=species:S:1:pos:R:3:forces:R:3
Mn -0.177532 -0.681951 0.586933 0.1 0.6 -0.2
C -1.686747 3.459470 0.968941 -0.2 0.2 0.0
C -1.442272 2.058598 0.513701 -3.7 0.6 0.4
N -0.329924 1.577115 0.306567 2.4 -1.2 -0.4
N 0.749852 2.360605 0.470837 0.7 -1.5 -0.2
C 1.948454 1.754658 0.483099 0.0 0.0 -0.1
N 2.985621 2.565237 0.525401 0.6 0.0 0.0
S 2.166244 0.069849 0.478046 -0.2 -0.2 -0.2
C -2.550303 1.057539 0.274512 0.7 0.8 0.3
C -3.831960 1.445336 0.041278 -1.2 0.4 -0.2
C -4.798476 0.472018 -0.243683 -0.3 0.6 0.0
C -4.430111 -0.852593 -0.273343 -0.3 -0.4 -0.1
C -3.109938 -1.169057 -0.015341 0.1 0.0 0.2
N -2.198512 -0.231776 0.248868 0.5 -0.8 0.1
H -0.915449 3.752491 1.694086 -0.2 0.0 -0.1
H -2.653507 3.551345 1.460967 0.0 0.0 0.0
H -1.670241 4.168551 0.128846 0.0 -0.1 0.1
H 0.661003 3.342307 0.473523 -0.1 1.2 0.0
H 2.901073 3.559097 0.416766 0.0 0.2 0.0
H 3.908288 2.174000 0.476660 0.2 0.0 0.0
H -4.094519 2.502136 0.054744 0.0 -0.3 0.0
H -5.831686 0.765871 -0.439800 0.3 -0.1 0.0
H -5.144130 -1.643219 -0.496402 0.2 0.2 0.1
H -2.773487 -2.198726 -0.010452 0.0 0.1 0.0
O -0.263518 -0.418446 2.386569 -0.4 -0.4 0.8
As -0.125049 -0.098878 4.078366 -0.1 -0.2 -1.2
C 1.248008 -1.133916 4.783188 0.4 -0.3 0.1
C 1.113962 -2.521015 4.699995 0.6 0.2 0.5
C 2.094294 -3.314766 5.273146 0.2 0.0 0.1
C 3.194289 -2.723979 5.903903 0.0 -0.1 0.0
C 3.318282 -1.341139 5.968498 0.1 0.0 0.1
C 2.334217 -0.532512 5.412463 0.1 -0.4 0.0
C 0.254367 1.717765 4.162801 0.1 0.7 0.2
C -0.641709 2.590704 4.780465 0.4 0.3 -0.2
C -0.332252 3.947697 4.820027 0.0 0.1 0.0
C 0.854881 4.406955 4.254323 0.1 0.0 0.0
C 1.741779 3.520307 3.633775 -0.1 0.2 0.1
C 1.446300 2.166363 3.585217 -0.3 0.4 0.3
C -1.746109 -0.499893 4.909636 -0.5 -0.1 0.0
C -2.823342 -0.953471 4.153985 -0.3 0.1 1.2
C -4.018210 -1.245015 4.803094 -0.1 0.0 0.1
C -4.121136 -1.080569 6.184739 -0.1 -0.1 -0.1
C -3.032233 -0.628373 6.927377 -0.2 0.0 0.1
C -1.836529 -0.335758 6.291872 -0.1 -0.1 -0.1
H 0.254953 -2.969402 4.242947 -0.4 -0.2 -0.2
H 1.996023 -4.396745 5.252632 0.0 0.2 0.0
H 3.954559 -3.353000 6.367756 -0.2 0.2 -0.1
H 4.170438 -0.889358 6.473220 -0.2 -0.1 -0.1
H 2.408635 0.539789 5.494564 0.0 0.1 0.0
H -1.556727 2.229878 5.225787 -0.1 -0.1 0.0
H -1.012495 4.644120 5.304276 0.1 -0.1 -0.1
H 1.103789 5.465172 4.311565 -0.1 -0.2 0.0
H 2.674123 3.888674 3.212308 -0.1 0.0 0.1
H 2.133844 1.473749 3.124119 0.1 -0.1 0.0
H -2.732351 -1.075836 3.109598 0.1 -0.1 -1.0
H -4.874724 -1.604160 4.234161 0.2 0.1 0.1
H -5.058630 -1.311375 6.691202 0.3 0.1 -0.2
H -3.114856 -0.508874 8.005985 0.0 0.0 -0.2
H -0.992524 0.005111 6.874938 0.1 0.0 0.0
C 4.944542 -4.399221 0.756367 -0.6 0.2 -0.3
O 3.585692 -4.260946 0.230940 0.9 -0.3 0.4
C 3.514812 -3.696134 -0.995318 0.7 -0.1 0.9
C 4.570562 -3.037932 -1.591030 0.5 0.5 -0.4
C 4.415252 -2.525926 -2.872558 0.2 0.1 0.0
C 3.218496 -2.690710 -3.559972 0.0 0.0 -0.3
C 2.171850 -3.357605 -2.948245 -0.5 0.1 -0.4
C 2.322078 -3.830323 -1.658418 -1.5 -0.6 0.2
N 1.322311 -4.683777 -0.993089 1.3 1.1 -0.9
C 0.059031 -4.779019 -1.157182 -0.9 -0.1 -0.2
C -0.837375 -3.871353 -1.857794 0.0 -1.1 0.1
C -1.809160 -4.485485 -2.677492 0.5 -0.6 0.2
C -2.620851 -3.747440 -3.499494 -0.2 0.0 -0.3
C -2.469049 -2.370849 -3.497202 0.0 0.5 -0.1
C -1.573245 -1.751153 -2.627208 -0.5 0.5 -0.6
C -0.796376 -2.486775 -1.770512 1.1 1.4 1.7
O -0.038330 -1.842254 -0.781714 -0.5 -1.4 -1.5
H 5.619605 -4.768612 -0.008653 0.0 -0.1 -0.1
H 4.902419 -5.103552 1.559418 -0.2 -0.4 0.4
H 5.299157 -3.444669 1.132405 0.0 0.2 0.0
H 5.518677 -2.930335 -1.064467 -0.3 0.0 -0.3
H 5.250213 -2.008128 -3.346514 -0.2 -0.2 0.1
H 3.115822 -2.338194 -4.586855 0.0 -0.1 0.3
H 1.249501 -3.537689 -3.496017 0.2 0.1 0.1
H 1.738739 -5.374773 -0.393372 0.4 -0.4 0.2
H -0.350441 -5.716348 -0.781416 -0.2 0.2 0.1
H -1.858049 -5.577319 -2.710280 0.0 0.3 0.1
H -3.340642 -4.232030 -4.154601 0.2 0.1 0.2
H -3.069261 -1.763338 -4.173153 0.1 -0.1 0.2
H -1.482397 -0.672887 -2.595019 -0.1 0.0 -0.1
```
Positions in Å, forces in eV/Å.

=====

Computed relative energy (zero: lowest compared OMol25 entry of this formula, charge and spin), in the same sequence as the records: 106.9, 23.2, 66.9 kJ/mol.
Computed molar mass, in the same sequence as the records: 404.49, 270.10, 798.70 g mol⁻¹.